[1]
Below is a cluster of 2 separate species, C3H8N2O2 in total, with properties calculated with the ωB97M-V functional and the def2-TZVPD basis.

Geometry as XYZ:
```
15
Properties=species:S:1:pos:R:3:forces:R:3
C -1.248104 -0.279803 -1.216698 0.637 0.462 -0.272
C -1.188135 -0.342115 1.214839 0.552 0.381 0.241
N -0.664677 -0.828747 -0.027694 0.347 -2.328 0.153
N 0.814389 1.259710 -0.047490 0.727 -0.477 0.063
C 1.633755 0.259645 0.004878 -0.450 2.779 -0.319
O 2.980815 0.484643 0.026344 -0.152 -0.856 0.093
O 1.258398 -0.975803 0.006655 -2.550 0.346 -0.001
H 3.409861 -0.381209 0.080641 0.121 0.107 -0.023
H 1.301714 2.153137 -0.072522 0.151 -0.308 0.069
H -2.161922 -0.876464 -1.381043 0.244 -0.042 0.196
H -2.100520 -0.936628 1.391563 0.206 -0.006 -0.199
H -1.503126 0.781278 -1.167800 0.136 -0.011 0.101
H -0.599355 -0.460956 -2.074125 -0.037 -0.030 0.079
H -0.502071 -0.579498 2.028473 -0.047 -0.016 -0.083
H -1.431023 0.722810 1.233979 0.116 -0.002 -0.097
```
Forces are in eV/Å.

Properties
- lowest unoccupied orbital energy (spin up / spin down) (eV) = -0.90 / -1.02
- orbital gap (spin up / spin down) (eV) = 8.38 / 8.24
- energy relative to the best compared isomer or geometry (same formula, charge and spin) (kcal/mol) = 106.3

=====

[2]
Below is a cluster of 2 separate species, C2H6OS3 in total, with properties calculated with the ωB97M-V functional and the def2-TZVPD basis.

Geometry as XYZ:
```
12
Properties=species:S:1:pos:R:3:forces:R:3
O 2.085979 0.519812 0.986219 0.156 1.503 -1.005
S 1.222518 -0.431514 1.597628 0.501 -2.209 1.969
S -0.569776 -0.839924 0.979170 1.391 0.171 0.830
S 1.380775 -0.175047 3.787644 0.670 -0.548 -1.136
H 2.160738 -1.514277 1.733252 -1.694 0.454 -0.320
H 0.238276 0.429106 3.942380 -1.074 0.508 0.031
C -0.442828 0.131554 -2.213472 0.695 0.358 -0.553
C -1.744232 0.457632 -2.102914 -0.222 0.735 -1.282
H 0.132148 0.189481 -3.194259 -1.198 -0.201 1.146
H 0.247302 -0.135148 -1.363088 -1.269 0.411 -0.925
H -2.414885 0.788700 -2.985364 1.540 -0.731 1.240
H -2.296017 0.579626 -1.167195 0.502 -0.453 0.006
```
Forces are in eV/Å.

Properties
- lowest unoccupied orbital energy (eV) = -0.92
- SMILES = O=[S@H](=S)S.C=C
- orbital gap (eV) = 8.82
- energy relative to the best compared isomer or geometry (same formula, charge and spin) (kcal/mol) = 52.8

=====

[3]
Below is the molecule C3H6N2OS, with properties calculated with the ωB97M-V functional and the def2-TZVPD basis.

Geometry as XYZ:
```
13
Properties=species:S:1:pos:R:3:forces:R:3
H -0.651560 -0.575725 -1.825202 1.213 0.349 0.327
N 0.341063 -0.282114 -1.738691 0.449 1.891 1.789
C 0.545357 0.388564 -0.622723 -0.049 -2.099 -1.078
N 1.810861 0.925235 -0.353667 2.836 0.505 2.876
C -0.433187 0.307649 0.545856 -0.950 1.498 2.283
S 0.129038 -0.996091 1.689367 0.517 -1.002 -1.103
C -1.869850 -0.165080 0.302367 3.419 0.341 -2.938
O -2.052249 -0.681318 -0.779212 -2.565 -0.251 1.382
H 2.568426 0.502415 -0.920813 -1.099 0.478 0.167
H 2.333284 1.139709 0.707532 -3.053 -1.090 -3.949
H -0.555802 1.147009 1.313423 0.666 -0.320 -1.510
H 0.345051 -1.766595 0.556485 -0.061 0.008 1.201
H -2.510433 0.056342 1.125278 -1.324 -0.307 0.553
```
Forces are in eV/Å.

Properties
- lowest unoccupied orbital energy (eV) = 0.41
- SMILES = [H]/N=C(/N)[C@H](S)C=O
- orbital gap (eV) = 9.62
- energy relative to the best compared isomer or geometry (same formula, charge and spin) (kcal/mol) = 70.3